85
Properties=species:S:1:pos:R:3:mulliken_charge:R:1 method="wB97M-V/def2-TZVPD" homo_energy_ev=-5.576 total_charge=-1 gap_ev=6.947
C 3.761 -0.540 0.648 -0.7709
C 5.051 -0.103 1.586 0.0415
O 4.717 -0.472 2.983 -0.4421
C 5.657 -1.530 3.452 -0.3633
C 5.240 -3.045 2.918 -0.2052
O 6.505 -3.839 2.768 -0.4592
C 6.890 -3.760 1.351 0.5817
C 8.485 -4.018 1.047 -0.4618
O 9.268 -2.802 0.799 -0.3298
C 9.661 -2.640 -0.605 -0.3672
S 8.335 -1.510 -1.390 1.0726
O 7.080 -2.411 -1.553 -0.6169
O 8.117 -0.289 -0.443 -0.6620
N 8.787 -0.895 -2.958 -0.5752
S 7.549 -1.116 -4.160 0.9226
O 6.141 -0.540 -3.749 -0.5999
O 7.468 -2.644 -4.549 -0.6794
C 7.934 -0.260 -5.826 -0.5275
B 6.879 -1.008 -6.896 0.5927
O 5.444 -0.558 -6.938 -0.5459
O 7.252 -2.133 -7.781 -0.6101
H 3.888 -1.572 0.109 0.1742
H 3.573 0.336 -0.121 0.3229
H 2.827 -0.583 1.380 0.1810
H 6.075 -0.547 1.230 -0.0163
H 5.147 1.070 1.511 0.2932
H 6.770 -1.314 3.147 0.3138
H 5.517 -1.570 4.637 0.2361
H 4.559 -3.542 3.740 0.2822
H 4.631 -2.964 1.919 0.1788
H 6.270 -4.480 0.643 0.1724
H 6.666 -2.643 1.012 -0.3378
H 8.985 -4.545 1.995 0.2498
H 8.561 -4.833 0.181 0.2186
H 10.738 -2.150 -0.745 0.3149
H 9.660 -3.614 -1.250 0.2532
H 9.061 -0.445 -6.109 0.2561
H 7.671 0.871 -5.651 0.2710
H 4.965 -1.298 -6.421 0.3175
H 6.947 -2.957 -7.259 0.3226
O -0.276 -2.242 2.439 -0.6521
S -0.792 -1.500 1.309 1.2609
O -0.141 -0.308 0.809 -0.5720
O -2.367 -1.169 1.566 -0.2732
C -2.733 -0.491 2.757 -0.4446
C -2.406 0.990 2.679 -0.8738
C -1.018 -2.622 -0.049 -0.9628
H -2.262 -0.956 3.630 0.3066
H -3.816 -0.612 2.873 0.2658
H -1.324 1.150 2.647 0.3878
H -2.800 1.521 3.548 0.3498
H -2.827 1.430 1.769 0.2241
H -1.549 -3.507 0.306 0.3118
H -0.030 -2.901 -0.424 0.3779
H -1.583 -2.117 -0.835 0.3077
O -4.560 3.280 2.816 -0.5344
S -4.883 4.688 2.896 1.1381
O -5.752 5.221 3.925 -0.6164
O -5.420 5.194 1.443 -0.2877
C -6.513 4.513 0.848 -0.2555
C -7.830 4.897 1.498 -0.9708
C -3.370 5.616 2.911 -0.9821
H -6.357 3.429 0.875 0.2758
H -6.537 4.808 -0.208 0.2742
H -7.874 4.541 2.532 0.3027
H -8.672 4.461 0.956 0.3200
H -7.945 5.985 1.524 0.2795
H -2.723 5.254 2.110 0.3241
H -2.889 5.463 3.880 0.3707
H -3.602 6.675 2.776 0.3481
O -8.772 1.813 -0.684 -0.5390
S -9.395 0.941 -1.657 1.1458
O -9.738 1.394 -2.988 -0.6034
O -10.708 0.248 -0.984 -0.3000
C -11.707 1.086 -0.424 -0.2563
C -12.563 1.729 -1.499 -0.9902
C -8.416 -0.532 -1.805 -0.9506
H -11.258 1.840 0.232 0.2680
H -12.341 0.450 0.205 0.2655
H -11.978 2.437 -2.094 0.2965
H -13.400 2.273 -1.055 0.3836
H -12.953 0.972 -2.187 0.2620
H -8.188 -0.909 -0.807 0.3170
H -7.492 -0.272 -2.328 0.3679
H -8.974 -1.271 -2.384 0.3349